(1)
The following is a quantum chemistry calculation of a structure of composition C60H59BaBrN3P2S2SbSi, from OMol25.

ΔE to the lowest compared entry with this formula, charge and spin ... 41.60 kcal/mol
Calculated total energy ... -7094.4121 hartree
LUMO energy ... 0.00628 Eh
Kohn-Sham gap ... 5.8 eV

```
! RIJCOSX wB97M-V def2-TZVPD def2/J DEFGRID3
* xyz 0 1
Ba 0.681 1.270 0.842
Sb 0.249 -4.088 0.628
Br -0.002 0.266 -6.885
S -0.477 1.020 3.556
S 1.335 2.608 5.371
P -2.211 1.041 0.154
P -0.814 3.703 -0.044
Si 3.750 0.046 0.001
N 0.986 2.026 -2.677
N 1.848 2.230 2.853
N -1.647 2.516 0.914
C -4.395 -0.453 0.793
C -5.885 -0.108 2.641
C -0.527 -2.434 -1.768
C 2.893 2.979 3.358
C 4.711 1.416 -0.987
C 1.203 0.270 -4.297
C -0.976 -3.569 -1.092
C -0.323 -6.128 1.101
C -2.309 -2.604 -3.357
C 3.743 4.101 5.343
C 4.718 -0.067 1.664
C -0.318 4.688 2.575
C -4.013 6.245 0.509
C 0.224 -7.082 -1.198
C -5.116 0.966 3.063
C -4.361 2.842 -3.487
C -0.442 -8.498 0.741
C -2.816 -3.673 -2.638
C -3.886 7.106 -0.573
C 1.318 5.165 0.865
C -3.109 5.211 0.681
C 4.946 4.194 3.248
C -2.854 6.929 -1.481
C -3.062 1.778 -1.276
C 0.360 5.525 3.447
C 4.689 -5.907 -0.523
C 2.761 -4.707 -1.389
C 4.820 4.543 4.591
C -1.167 -1.965 -2.903
C -0.051 2.240 -4.827
C -3.631 0.639 1.203
C -2.178 -4.162 -1.497
C -1.954 5.888 -1.312
C 4.096 -5.970 0.727
C 2.161 -4.780 -0.131
C -2.859 -5.275 -0.744
C -0.667 -6.346 2.432
C 1.983 6.014 1.737
C 4.407 -1.568 -0.843
C 4.022 -5.277 -1.560
C -5.523 -0.819 1.506
C 0.952 1.949 3.768
C -4.747 3.223 -2.207
C 1.457 0.836 -3.054
C 2.845 -5.405 0.909
C -0.901 -7.621 2.922
C -2.676 1.406 -2.558
C -4.110 2.680 -1.106
C 2.117 -4.028 -2.565
C -0.198 -7.222 0.239
C -3.332 1.930 -3.663
C 2.788 3.314 4.721
C 0.160 4.515 1.282
C -2.072 5.028 -0.225
C 1.500 6.196 3.024
C -3.990 1.342 2.347
C -0.786 -8.704 2.067
C 3.991 3.417 2.620
C 0.427 0.992 -5.186
C 0.256 2.701 -3.556
H 5.798 -0.103 1.488
H 1.696 5.008 -0.140
H -1.205 4.165 2.912
H -3.737 -4.145 -2.960
H -4.821 6.380 1.217
H 1.597 -0.704 -4.551
H 5.617 1.732 -0.462
H 4.221 -1.569 -1.922
H 2.067 0.311 -2.319
H 1.295 -7.270 -1.302
H 4.490 -5.215 -2.536
H -1.862 0.703 -2.688
H -2.475 -6.255 -1.029
H 5.024 1.030 -1.962
H -0.305 -7.800 -1.827
H -0.758 -5.499 3.105
H 2.885 6.518 1.417
H -0.120 3.665 -3.228
H -1.166 -7.765 3.962
H -3.213 4.528 1.516
H 2.024 6.851 3.709
H -6.765 -0.396 3.201
H 0.031 -6.082 -1.585
H 5.487 -1.676 -0.701
H 4.114 2.312 -1.184
H -4.594 7.914 -0.706
H -2.754 7.597 -2.328
H 0.346 -1.902 -1.398
H -0.353 -9.349 0.074
H -4.107 -1.014 -0.091
H -0.957 -9.709 2.431
H -4.427 2.951 -0.108
H 0.000 5.652 4.460
H 5.809 4.535 2.690
H -1.152 5.745 -2.029
H 4.086 3.135 1.578
H 3.654 4.363 6.389
H -0.770 -1.109 -3.434
H 2.393 -5.462 1.895
H -2.816 -2.258 -4.248
H -6.118 -1.662 1.178
H 2.101 -2.945 -2.419
H -5.550 3.936 -2.070
H -4.871 3.255 -4.348
H 4.599 -6.451 1.556
H -1.214 2.283 1.826
H 3.930 -2.458 -0.428
H 4.520 0.757 2.353
H -3.038 1.622 -4.659
H -0.655 2.829 -5.502
H -5.392 1.514 3.955
H -2.727 -5.181 0.331
H 5.667 -6.340 -0.690
H 5.576 5.161 5.056
H -3.389 2.176 2.683
H -3.928 -5.266 -0.957
H 1.089 -4.358 -2.717
H 2.680 -4.231 -3.475
H 4.433 -0.986 2.185
*
```

Atom charges from the Mulliken analysis, given in e for atoms 1 to 2: 1.568 0.960

(2)
The following is a quantum chemistry calculation of a cluster of 2 separate species, C4H6N2O in total, from OMol25.

ΔE to the lowest compared entry with this formula, charge and spin ... 102.84 kcal/mol
Calculated total energy ... -340.6310 hartree
LUMO energy ... 0.02967 Eh
Kohn-Sham gap ... 8.3 eV

```
! RIJCOSX wB97M-V def2-TZVPD def2/J DEFGRID3
* xyz 0 1
O 2.450 -1.163 0.150
N -2.190 0.021 0.137
N 0.123 -0.988 0.170
C 1.176 0.992 -0.195
C -0.793 -0.007 -0.144
C 1.349 -0.361 0.048
C -0.228 1.243 -0.272
H 3.218 -0.621 -0.098
H 1.978 1.719 -0.280
H -2.531 0.019 1.102
H 0.025 -1.984 0.005
H -2.871 -0.368 -0.518
H -1.706 1.499 -0.105
*
```

Atom charges from the Mulliken analysis, given in e for atoms 1 to 2: -0.519 -0.462

(3)
The following is a quantum chemistry calculation of an isolated molecule of C3H7NO, from OMol25.

ΔE to the lowest compared entry with this formula, charge and spin ... 111.87 kcal/mol
Calculated total energy ... -248.3482 hartree
LUMO energy ... 0.02742 Eh
Kohn-Sham gap ... 10.1 eV
Structure (SMILES) ... CC(C)=NO

```
! RIJCOSX wB97M-V def2-TZVPD def2/J DEFGRID3
* xyz 0 1
O 1.871 -0.243 0.169
N 0.637 -1.015 -0.226
C -0.346 -0.104 -0.031
C -1.773 -0.515 0.127
C -0.169 1.469 -0.108
H -2.372 -0.314 -0.872
H -2.156 -0.126 1.082
H -1.381 1.562 0.029
H 0.292 1.818 -0.975
H 1.439 0.757 0.078
H 0.269 1.904 0.889
H -1.787 -1.658 0.065
*
```

Atom charges from the Mulliken analysis, given in e for atoms 1 to 2: -0.398 -0.367

(4)
The following is a quantum chemistry calculation of a cluster of 2 separate species, C3H12N2OS in total, from OMol25.

ΔE to the lowest compared entry with this formula, charge and spin ... 3.03 kcal/mol
Calculated total energy ... -704.4334 hartree
LUMO energy ... 0.03113 Eh
Kohn-Sham gap ... 9.9 eV
Structure (SMILES) ... NC[C@@H](N)CS.O

```
! RIJCOSX wB97M-V def2-TZVPD def2/J DEFGRID3
* xyz 0 1
S -3.113 0.092 -0.099
O 1.423 1.003 -3.275
N -0.034 -0.693 -0.816
N 2.075 0.158 1.137
C -0.333 0.041 0.401
C -1.718 -0.352 0.991
C 0.714 -0.199 1.489
H 2.004 0.777 -4.009
H 0.657 -1.261 1.743
H 2.274 -0.142 0.192
H 1.399 0.190 -2.762
H -3.166 1.381 0.260
H 0.404 0.389 2.349
H 2.231 1.154 1.181
H -1.908 0.089 1.968
H 0.107 -1.676 -0.600
H -0.414 1.104 0.191
H -1.770 -1.432 1.100
H -0.832 -0.623 -1.442
*
```

Atom charges from the Mulliken analysis, given in e for atoms 1 to 2: -0.203 -0.634

(5)
The following is a quantum chemistry calculation of a cluster of 10 separate species, C54H50F4N6 in total, from OMol25.

ΔE to the lowest compared entry with this formula, charge and spin ... 18.44 kcal/mol
Calculated total energy ... -2815.5665 hartree
LUMO energy ... 0.01851 Eh
Kohn-Sham gap ... 9.3 eV
Structure (SMILES) ... Fc1ccccc1.Fc1ccccc1.Fc1ccccc1.Fc1ccccc1.c1ccncc1.c1ccncc1.c1ccncc1.c1ccncc1.c1ccncc1.c1ccncc1

```
! RIJCOSX wB97M-V def2-TZVPD def2/J DEFGRID3
* xyz 0 1
F 2.836 2.437 -1.753
F -4.841 -6.219 2.936
F 6.437 1.933 -4.409
F -1.073 1.065 1.590
N -3.515 -3.613 -2.441
N 0.264 -0.132 6.137
N 4.950 2.222 1.399
N 4.781 -4.092 2.133
N -5.005 0.306 -0.850
N 0.086 4.260 0.604
C 3.185 3.001 -5.566
C 0.513 0.797 -0.239
C 3.801 4.579 -1.391
C 2.985 1.624 2.630
C -1.309 -0.772 0.158
C 3.597 5.905 -1.603
C -3.397 -4.332 2.949
C -7.383 0.644 -1.416
C 2.414 1.900 -5.207
C 2.598 6.480 -2.410
C 0.089 -0.678 4.911
C 0.932 0.019 -1.288
C -6.205 -1.361 -2.263
C -4.233 -4.796 -2.312
C 0.681 4.778 1.692
C 4.233 -2.891 2.215
C 0.714 -1.867 4.578
C -6.157 1.073 -0.909
C 3.022 -3.220 0.148
C -3.179 -3.167 -3.645
C 2.848 3.740 -1.993
C 1.925 -1.840 6.656
C 1.814 4.227 -2.768
C -0.104 5.433 2.712
C 0.210 -1.095 -1.658
C 1.144 -0.710 6.970
C -0.856 -1.580 -0.929
C -4.158 -2.224 2.048
C -5.277 -2.918 1.577
C 1.670 5.591 -3.005
C 4.426 0.847 -4.325
C 3.329 -2.413 1.265
C -5.557 -4.225 1.886
C 3.029 0.846 -4.559
C -1.461 5.348 2.580
C 3.648 -4.522 0.046
C -7.379 -0.623 -2.117
C -4.196 -4.991 -4.679
C 4.539 -4.913 1.059
C 5.713 1.702 2.381
C -0.622 0.384 0.508
C 3.605 2.225 1.518
C -4.594 -4.951 2.566
C -1.242 4.112 0.563
C 1.609 -2.471 5.479
C -5.030 -0.865 -1.585
C 5.168 1.048 3.535
C -3.193 -3.005 2.632
C -3.517 -3.818 -4.840
C 3.753 0.979 3.608
C -4.591 -5.464 -3.462
C -2.031 4.643 1.548
C 4.493 3.058 -5.231
C 5.111 1.973 -4.649
H 2.504 -2.306 7.439
H -5.245 -6.322 -3.415
H -2.750 -2.176 -3.613
H -3.313 -3.510 -5.854
H 1.113 3.534 -3.209
H 4.422 6.416 -1.129
H -1.977 5.837 3.393
H -4.058 -1.184 1.775
H 2.199 -3.040 -0.528
H 1.121 -0.208 7.926
H 4.971 -5.901 1.111
H -4.379 -5.141 -1.299
H 3.247 0.718 4.526
H 5.807 0.799 4.370
H -1.496 -2.441 -1.053
H -2.660 -5.070 3.231
H -0.522 -0.268 4.120
H -2.215 -2.571 2.781
H -2.213 -1.000 0.703
H -1.721 3.696 -0.311
H 2.546 -0.031 -4.154
H -4.090 -1.353 -1.794
H 0.504 -1.625 -2.552
H 1.758 4.735 1.768
H -3.103 4.520 1.555
H -8.282 1.243 -1.393
H 0.885 1.795 -0.059
H 2.472 7.552 -2.443
H 1.924 1.822 2.680
H 4.474 4.228 -0.623
H -6.194 -2.285 -2.822
H -6.108 2.047 -0.445
H 2.709 -1.543 1.421
H 1.360 1.817 -5.425
H 6.757 1.859 2.153
H 2.655 3.840 -5.992
H -4.555 -5.537 -5.539
H -6.025 -2.334 1.062
H 3.344 -5.135 -0.790
H 1.733 0.337 -1.940
H 2.943 2.701 0.811
H 4.920 0.052 -3.785
H 5.053 3.973 -5.360
H 0.604 -2.403 3.647
H 0.910 5.921 -3.698
H -8.303 -1.077 -2.443
H 1.998 -3.426 5.157
H 4.363 -2.255 3.078
H -6.530 -4.667 1.726
H 0.390 5.956 3.518
*
```

Atom charges from the Mulliken analysis, given in e for atoms 1 to 2: -0.260 -0.333

(6)
The following is a quantum chemistry calculation of a structure of composition C9H26BF3HgO7S, from OMol25.

Calculated total energy ... -1761.0183 hartree
LUMO energy (alpha / beta) ... 0.09823 / 0.01065 Eh
Kohn-Sham gap (alpha / beta) ... 7.4 / 5.0 eV

```
! RIJCOSX wB97M-V def2-TZVPD def2/J DEFGRID3
* xyz -1 2
Hg -0.092 0.136 -1.314
S 2.076 1.216 1.474
F 2.828 3.754 1.563
F 2.573 2.788 3.520
F 0.757 3.316 2.444
O 2.043 0.326 2.656
O 0.289 -1.502 0.431
O -2.184 0.762 -0.578
O 3.398 1.112 0.770
O 0.950 1.056 0.545
O -1.394 -1.405 -2.527
O -0.066 2.304 -2.289
C -2.366 -2.390 -2.373
C -2.729 1.226 0.612
C 2.035 2.897 2.223
C 2.410 -2.721 0.331
C 0.911 -2.737 0.187
C -2.080 2.486 0.857
C 0.104 3.608 -1.958
C -2.547 0.297 1.812
C 0.269 -3.644 1.218
B 2.067 -0.466 -2.360
H 0.382 4.307 -2.747
H -2.319 -0.726 1.514
H -1.733 0.515 2.504
H -3.423 0.312 2.461
H 0.168 -1.530 1.383
H 2.023 -0.486 -1.282
H 2.765 -1.248 -2.615
H -2.807 0.156 -0.987
H 2.836 -3.687 0.061
H -0.756 -3.910 0.958
H -0.791 3.970 -1.450
H 0.902 3.724 -1.224
H 2.417 0.475 -2.755
H -3.359 -1.952 -2.468
H -1.006 2.303 0.824
H 1.119 -0.666 -2.836
H 0.306 -3.221 2.222
H -3.772 1.502 0.455
H 0.790 -4.597 1.135
H -2.356 3.278 0.160
H -2.355 -3.028 -1.489
H 2.956 -1.997 -0.273
H -2.127 -2.973 -3.263
H -2.372 2.881 1.831
H 2.724 -2.648 1.373
H 0.537 -3.176 -0.737
*
```

Atom charges from the Mulliken analysis, given in e for atoms 1 to 2: 1.944 1.444

(7)
The following is a quantum chemistry calculation of a structure of composition C40H42N9O3PbS3Sb, from OMol25.

ΔE to the lowest compared entry with this formula, charge and spin ... 9.12 kcal/mol
Calculated total energy ... -3895.6528 hartree
LUMO energy ... 0.15553 Eh
Kohn-Sham gap ... 5.6 eV

```
! RIJCOSX wB97M-V def2-TZVPD def2/J DEFGRID3
* xyz -2 1
Pb -0.651 0.418 0.362
Sb -0.832 -1.555 -3.593
S 2.147 -2.229 -2.393
S -0.392 -2.434 0.298
S 2.387 -3.025 1.539
O 1.988 -3.531 -3.062
O -2.018 0.733 -1.892
O -1.397 0.229 2.633
N 0.073 3.250 2.506
N -3.099 -0.256 0.378
N -0.669 2.971 1.426
N -3.913 0.110 -0.681
N 1.292 2.519 -1.243
N 2.431 1.902 -1.604
N 1.846 1.442 1.279
N 1.307 -4.428 -0.277
N 1.891 -2.098 -0.917
C -4.728 3.043 -4.231
C 4.649 1.100 -1.114
C 4.253 1.174 1.574
C 5.512 0.929 1.077
C -4.195 1.234 -2.723
C 2.615 1.985 -2.951
C 0.754 2.980 -2.357
C -1.881 -0.514 -5.188
C 1.100 1.246 5.440
C -3.876 2.456 -3.307
C -3.274 0.648 -1.690
C -0.583 -3.265 -4.940
C 0.855 1.232 6.929
C 3.374 1.399 -0.641
C 2.103 0.292 3.454
C -0.822 5.165 1.901
C 0.532 2.216 4.632
C -6.220 1.171 -4.035
C 5.730 0.822 -0.294
C -3.289 -3.018 4.365
C 3.084 1.299 0.762
C -1.214 4.114 1.050
C 1.549 2.674 -3.473
C -5.902 2.399 -4.603
C -5.376 0.597 -3.095
C -2.301 -2.293 5.045
C -2.016 -0.782 3.133
C -3.661 -2.598 3.106
C -2.551 -2.524 -2.733
C 3.518 -4.132 0.647
C -3.615 -1.095 1.195
C 0.003 4.562 2.824
C 2.640 -5.018 -0.255
C 1.298 -3.014 0.037
C 1.605 1.317 2.625
C -1.699 -1.208 4.458
C 1.854 0.256 4.812
C 0.748 2.239 3.262
C -3.066 -1.499 2.472
C 7.086 0.496 -0.872
H 7.681 -0.081 -0.160
H 0.829 2.246 7.331
H -3.225 -2.877 -3.517
H -0.128 2.961 5.068
H 6.989 -0.092 -1.788
H 6.348 0.812 1.763
H 1.639 0.677 7.448
H 0.553 4.976 3.652
H -2.944 2.933 -3.026
H -4.440 -3.139 2.575
H -3.751 -3.887 4.821
H 1.382 2.919 -4.509
H 4.095 -4.712 1.365
H -6.565 2.851 -5.332
H -0.103 0.757 7.166
H -0.928 -0.642 4.969
H 3.464 1.575 -3.462
H -4.483 4.007 -4.660
H 0.091 -3.022 -5.766
H -2.636 0.149 -4.765
H 0.773 -4.625 -1.112
H 2.558 -6.031 0.151
H -5.611 -0.354 -2.636
H -1.167 0.086 -5.756
H 4.123 1.259 2.643
H -0.192 3.496 -2.318
H -2.010 -2.598 6.047
H 4.832 1.100 -2.181
H 4.198 -3.518 0.054
H -7.135 0.667 -4.324
H -1.098 6.205 1.856
H -1.872 4.144 0.195
H -2.353 -1.236 -5.857
H -1.561 -3.537 -5.345
H -0.164 -4.110 -4.394
H -2.198 -3.360 -2.131
H -3.076 -1.831 -2.074
H 7.654 1.399 -1.121
H 2.253 -0.565 5.401
H 3.093 -5.084 -1.248
H -4.583 -1.527 0.922
H 2.680 -0.498 2.995
*
```

Atom charges from the Mulliken analysis, given in e for atoms 1 to 2: 2.132 0.768

(8)
The following is a quantum chemistry calculation of a cluster of 2 separate species, ClF3Si in total, from OMol25.

ΔE to the lowest compared entry with this formula, charge and spin ... 111.60 kcal/mol
Calculated total energy ... -1049.3540 hartree
LUMO energy (alpha / beta) ... -0.08688 / -0.15892 Eh
Kohn-Sham gap (alpha / beta) ... 10.3 / 5.8 eV

```
! RIJCOSX wB97M-V def2-TZVPD def2/J DEFGRID3
* xyz 0 1
Cl -3.440 -0.522 -2.246
Si 0.412 0.094 0.398
F 1.181 -1.262 0.646
F 0.380 0.908 1.771
F 1.467 0.782 -0.568
*
```

Atom charges from the Mulliken analysis, given in e for atoms 1 to 2: 0.002 0.668

Question: Which of these has the lowest calculated total energy?
Answer: C60H59BaBrN3P2S2SbSi

Question: Which value of calculated total energy does entry 2 give?
Answer: -340.6310 hartree

Repeat the eighth record exactly.
The following is a quantum chemistry calculation of a cluster of 2 separate species, ClF3Si in total, from OMol25.

ΔE to the lowest compared entry with this formula, charge and spin ... 111.60 kcal/mol
Calculated total energy ... -1049.3540 hartree
LUMO energy (alpha / beta) ... -0.08688 / -0.15892 Eh
Kohn-Sham gap (alpha / beta) ... 10.3 / 5.8 eV

```
! RIJCOSX wB97M-V def2-TZVPD def2/J DEFGRID3
* xyz 0 1
Cl -3.440 -0.522 -2.246
Si 0.412 0.094 0.398
F 1.181 -1.262 0.646
F 0.380 0.908 1.771
F 1.467 0.782 -0.568
*
```

Atom charges from the Mulliken analysis, given in e for atoms 1 to 2: 0.002 0.668